No. 1
Formula: C45H44N6O6SiTi
Source: OMol25
Level of theory: ωB97M-V with the def2-TZVPD basis set

Geometry (Å):
Ti -0.38 1.23 -0.55
O 1.02 5.21 -1.05
C 0.72 4.04 -1.18
N -0.32 3.36 -0.60
C -1.42 4.12 -0.22
O -1.76 5.17 -0.73
C -2.29 3.55 0.87
C -2.60 4.35 1.96
C -3.48 3.85 2.91
C -4.02 2.59 2.72
C -3.64 1.87 1.60
N -2.79 2.34 0.69
C 1.57 3.15 -2.04
C 2.65 3.68 -2.75
C 3.42 2.82 -3.50
C 3.10 1.47 -3.53
C 2.00 1.03 -2.80
N 1.25 1.86 -2.08
H -2.16 5.33 2.06
H -3.75 4.44 3.78
H -4.72 2.16 3.43
H -4.03 0.87 1.42
H 2.84 4.74 -2.67
H 4.27 3.19 -4.06
H 3.69 0.76 -4.09
H 1.71 0.00 -2.78
O -1.62 1.37 -1.88
C -2.68 0.73 -2.31
C -3.31 1.13 -3.50
C -4.39 0.43 -3.99
C -4.89 -0.68 -3.31
C -4.31 -1.06 -2.13
C -3.21 -0.37 -1.61
C -2.70 -0.72 -0.31
N -1.72 -0.10 0.24
N -1.49 -0.35 1.58
C -0.73 0.59 2.07
O -0.28 1.56 1.33
C -0.49 0.60 3.52
C -0.70 -0.54 4.29
C -0.48 -0.49 5.66
C -0.06 0.69 6.26
C 0.13 1.83 5.50
C -0.08 1.79 4.13
H -2.92 2.01 -4.01
H -4.86 0.76 -4.91
H -5.74 -1.23 -3.71
H -4.70 -1.90 -1.57
H -3.22 -1.48 0.28
H -1.03 -1.45 3.80
H -0.64 -1.38 6.26
H 0.11 0.71 7.33
H 0.45 2.75 5.97
H 0.07 2.66 3.51
C -1.59 -3.09 -4.11
N -1.22 -1.83 -4.72
C -1.73 -1.51 -6.04
C -0.62 -0.89 -3.97
O -0.33 -1.03 -2.79
H -1.66 -3.86 -4.88
H -2.55 -3.02 -3.59
H -0.83 -3.37 -3.38
H -1.81 -2.42 -6.63
H -1.04 -0.83 -6.55
H -2.71 -1.03 -5.99
H -0.39 0.03 -4.53
C 3.98 -2.77 0.70
C 3.29 -1.79 -0.26
C 2.92 -2.55 -1.55
C 4.26 -0.66 -0.59
Si 1.71 -1.12 0.58
O 0.88 -0.06 -0.34
C 2.36 -0.14 2.07
C 2.67 1.20 1.86
C 3.24 1.98 2.86
C 3.49 1.43 4.10
C 3.19 0.10 4.34
C 2.63 -0.68 3.33
C 0.63 -2.63 0.93
C -0.33 -2.96 -0.03
C -1.16 -4.06 0.13
C -1.05 -4.86 1.27
C -0.09 -4.56 2.22
C 0.75 -3.47 2.04
H 4.90 -3.14 0.24
H 3.34 -3.62 0.93
H 4.25 -2.27 1.64
H 3.83 -2.93 -2.04
H 2.39 -1.92 -2.26
H 2.27 -3.41 -1.33
H 5.17 -1.06 -1.06
H 4.56 -0.12 0.31
H 3.82 0.07 -1.27
H 2.48 1.65 0.89
H 3.48 3.02 2.66
H 3.93 2.04 4.89
H 3.38 -0.34 5.31
H 2.42 -1.71 3.54
H -0.42 -2.35 -0.91
H -1.89 -4.31 -0.63
H -1.70 -5.71 1.40
H 0.00 -5.17 3.11
H 1.51 -3.27 2.79

Output
gap between HOMO and LUMO: 0.28416 Ha


No. 2
Formula: C45H45N6SSb2Zn
Source: OMol25
Level of theory: ωB97M-V with the def2-TZVPD basis set

Geometry (Å):
Zn -22.45 3.91 -10.99
S -22.51 6.08 -11.27
C -23.59 5.57 -12.58
N -24.66 6.33 -12.73
N -25.00 6.24 -14.08
C -25.76 5.24 -14.69
C -25.72 5.06 -16.08
C -26.34 3.96 -16.61
C -26.98 3.01 -15.84
C -27.00 3.15 -14.46
C -26.41 4.26 -13.91
N -23.21 4.57 -13.47
N -22.36 3.64 -13.00
C -21.74 2.89 -13.97
C -20.46 2.29 -13.78
C -19.81 1.64 -14.80
C -20.34 1.54 -16.11
C -21.56 2.14 -16.32
C -22.22 2.84 -15.32
H -24.93 7.12 -14.63
H -25.22 5.78 -16.74
H -26.29 3.81 -17.67
H -27.51 2.14 -16.31
H -27.48 2.41 -13.85
H -26.41 4.44 -12.82
H -20.02 2.34 -12.77
H -18.85 1.21 -14.59
H -19.84 1.02 -16.94
H -22.03 2.11 -17.29
H -23.17 3.31 -15.56
C -19.74 4.97 -8.76
C -18.49 4.25 -9.27
C -18.73 3.27 -10.44
Sb -19.06 1.12 -9.78
C -20.47 -0.28 -10.86
C -20.16 -1.62 -10.74
C -21.11 -2.62 -10.92
C -22.35 -2.29 -11.45
C -22.64 -0.94 -11.68
C -21.72 0.05 -11.41
C -17.31 0.22 -10.71
C -17.29 -0.31 -11.99
C -16.11 -0.87 -12.50
C -14.97 -0.86 -11.78
C -14.98 -0.39 -10.49
C -16.16 0.18 -9.96
Sb -19.54 6.28 -6.97
C -18.45 4.97 -5.57
C -17.65 5.48 -4.55
C -16.72 4.66 -3.93
C -16.69 3.30 -4.26
C -17.54 2.79 -5.21
C -18.47 3.63 -5.83
C -21.61 5.64 -6.50
C -21.84 4.79 -5.42
C -23.13 4.51 -4.96
C -24.20 5.01 -5.64
C -23.99 5.87 -6.71
C -22.71 6.09 -7.19
H -20.52 4.24 -8.55
H -20.07 5.61 -9.59
H -17.87 3.81 -8.42
H -17.74 4.98 -9.61
H -17.90 3.34 -11.16
H -19.65 3.57 -10.98
H -19.12 -1.90 -10.50
H -20.85 -3.66 -10.74
H -23.08 -3.05 -11.65
H -23.61 -0.65 -12.05
H -21.98 1.09 -11.64
H -18.20 -0.30 -12.59
H -16.10 -1.31 -13.46
H -14.06 -1.22 -12.22
H -14.08 -0.46 -9.87
H -16.09 0.65 -8.98
H -17.77 6.51 -4.23
H -16.00 5.05 -3.15
H -16.03 2.58 -3.78
H -17.59 1.73 -5.37
H -19.17 3.23 -6.56
H -20.99 4.33 -4.92
H -23.26 3.86 -4.09
H -25.22 4.78 -5.31
H -24.79 6.33 -7.25
H -22.60 6.65 -8.11
C -27.10 1.59 -9.54
C -25.69 2.00 -9.37
C -24.74 1.30 -8.63
C -23.56 2.01 -8.79
N -23.73 3.06 -9.62
N -25.08 3.07 -9.93
C -22.27 1.74 -8.11
H -27.37 0.84 -8.78
H -27.26 1.09 -10.54
H -27.79 2.44 -9.48
H -24.80 0.41 -8.03
H -25.52 3.90 -10.39
H -22.43 1.70 -7.01
H -21.50 2.48 -8.39
H -21.97 0.71 -8.42

Output
charge: +1
gap between HOMO and LUMO (spin up / spin down): 0.17463 / 0.17632 Ha


In eV, the E values for the records above are, in order, -99605.476, -128652.271.